A structure of composition C30H75NO8 in a non-equilibrium geometry. Source: the OMol25 dataset; level of theory: wB97M-V/def2-TZVPD.

Results
LUMO = -0.274 eV
Energy above the lowest of the compared OMol25 structures with the same formula, charge and spin = 34.9310 eV

```
! RIJCOSX wB97M-V def2-TZVPD def2/J DEFGRID3
* xyz 0 1
C 0.852 5.750 0.828
C -0.211 4.839 1.506
C -1.593 5.288 1.045
C -2.759 4.375 1.443
C -2.488 2.936 0.940
C -1.110 2.359 1.350
N -0.023 3.375 1.160
O 1.260 2.908 1.419
C -1.221 1.930 2.778
C -0.877 1.115 0.443
C -0.020 5.165 3.055
H 0.696 6.775 1.164
H 0.769 5.636 -0.252
H 1.867 5.429 1.063
H -1.753 6.304 1.407
H -1.484 5.378 -0.035
H -3.706 4.719 1.026
H -2.963 4.438 2.512
H -2.495 3.030 -0.146
H -3.294 2.302 1.310
H -0.309 1.591 3.268
H -1.665 2.575 3.536
H -1.955 1.125 2.739
H -0.663 1.368 -0.595
H -0.003 0.533 0.735
H -1.786 0.516 0.394
H -0.812 4.665 3.614
H -0.049 6.207 3.372
H 0.897 4.810 3.526
H 1.147 2.751 2.360
C 1.523 1.916 -1.239
C 2.349 2.872 -0.406
C 3.628 3.205 -1.161
O 1.631 4.074 -0.216
H 1.757 0.862 -1.088
H 1.584 2.112 -2.309
H 0.447 1.926 -1.064
H 2.640 2.563 0.598
H 3.355 3.480 -2.180
H 4.142 2.246 -1.218
H 4.312 3.989 -0.837
H 0.939 3.887 0.423
C -2.284 -1.910 1.780
C -3.371 -0.864 1.502
C -4.330 -1.201 0.327
O -4.091 -0.635 2.732
H -1.783 -2.161 0.845
H -2.757 -2.759 2.272
H -1.518 -1.591 2.487
H -2.969 0.098 1.185
H -5.054 -0.386 0.301
H -4.746 -2.208 0.365
H -3.882 -1.184 -0.666
H -3.412 -0.422 3.376
C -0.460 -4.409 -2.090
C 0.046 -4.197 -0.709
C 1.513 -4.668 -0.603
O -0.029 -2.827 -0.501
H 0.290 -4.080 -2.809
H -1.409 -3.915 -2.296
H -0.553 -5.487 -2.226
H -0.608 -4.717 -0.009
H 2.140 -4.267 -1.399
H 1.546 -5.737 -0.816
H 2.064 -4.535 0.328
H 0.757 -2.624 0.010
C 0.623 -2.864 -4.534
C -0.859 -2.719 -4.835
C -1.521 -4.033 -4.807
O -1.431 -1.771 -4.017
H 1.071 -3.706 -5.063
H 0.775 -3.113 -3.484
H 1.165 -1.954 -4.790
H -0.891 -2.313 -5.846
H -1.483 -4.559 -3.853
H -1.092 -4.728 -5.529
H -2.600 -3.914 -4.909
H -1.025 -1.802 -3.148
C -0.005 -1.167 1.675
C 0.858 -2.389 1.725
C 0.025 -3.664 1.969
O 1.671 -2.606 0.620
H -0.863 -1.183 1.004
H 0.548 -0.249 1.475
H -0.500 -1.106 2.645
H 1.603 -2.236 2.506
H -0.589 -3.521 2.859
H 0.662 -4.547 2.023
H -0.635 -3.802 1.112
H 2.418 -2.023 0.777
C 3.525 -0.192 -0.224
C 3.479 -0.278 1.295
C 2.680 0.936 1.858
O 2.807 -1.455 1.638
H 4.015 -0.991 -0.779
H 3.905 0.769 -0.570
H 2.543 -0.309 -0.681
H 4.483 -0.379 1.708
H 1.653 1.083 1.523
H 3.207 1.857 1.607
H 2.824 0.927 2.938
H 2.888 -1.569 2.588
C -1.464 -0.584 -1.078
C -0.403 -0.966 -2.087
C 0.965 -0.645 -1.458
O -0.567 -2.315 -2.434
H -1.728 -1.451 -0.471
H -2.248 -0.112 -1.671
H -1.130 0.180 -0.376
H -0.524 -0.471 -3.050
H 0.970 0.401 -1.151
H 1.782 -0.976 -2.099
H 1.071 -1.308 -0.600
H -0.317 -2.820 -1.657
*
```

Löwdin population analysis, charges in e, atoms 1 to 2: -0.05, -0.40

A cluster of 8 separate species, C30H75NO8 in total in a non-equilibrium geometry. Source: the OMol25 dataset; level of theory: wB97M-V/def2-TZVPD.

Results
Expectation value of S² = 0.75
LUMO (alpha / beta) = -2.508 / -7.289 eV
Energy above the lowest of the compared OMol25 structures with the same formula, charge and spin = 0.0000 eV

```
! RIJCOSX wB97M-V def2-TZVPD def2/J DEFGRID3
* xyz 1 2
C 0.472 3.449 -2.314
C 1.838 3.639 -3.099
C 3.081 3.346 -2.173
C 3.571 1.925 -1.909
C 3.524 1.134 -3.247
C 2.311 1.373 -4.206
N 2.163 2.865 -4.348
O 1.221 3.112 -5.312
C 2.788 0.816 -5.621
C 1.003 0.600 -3.764
C 1.893 5.139 -3.477
H 0.681 2.709 -1.542
H -0.304 3.202 -3.038
H -0.023 4.299 -1.843
H 3.886 3.946 -2.597
H 2.847 3.767 -1.195
H 2.922 1.410 -1.201
H 4.599 1.974 -1.549
H 3.596 0.077 -2.993
H 4.527 1.289 -3.644
H 2.163 1.062 -6.479
H 3.807 1.139 -5.835
H 2.837 -0.273 -5.642
H 0.112 0.601 -4.392
H 1.259 -0.460 -3.752
H 0.605 0.858 -2.783
H 1.639 5.820 -2.665
H 1.192 5.276 -4.300
H 2.834 5.387 -3.969
H 1.776 3.154 -6.094
C -0.414 3.223 2.892
C 0.354 3.513 1.591
C 0.134 4.964 1.078
O 1.672 3.436 2.022
H -1.465 2.977 2.742
H -0.371 3.992 3.664
H -0.097 2.292 3.363
H 0.185 2.739 0.843
H -0.812 4.931 0.539
H 0.917 5.425 0.476
H -0.199 5.572 1.919
H 1.765 2.604 2.492
C 0.090 -5.773 -0.130
C 0.027 -5.480 1.331
C 1.197 -6.310 1.946
O 0.085 -4.082 1.515
H 1.072 -5.702 -0.598
H -0.599 -5.140 -0.689
H -0.111 -6.816 -0.375
H -0.895 -5.888 1.746
H 0.957 -7.365 1.815
H 1.172 -6.136 3.022
H 2.203 -6.182 1.547
H -0.026 -3.846 2.439
C 2.933 0.284 3.333
C 3.308 1.164 4.538
C 4.712 1.690 4.379
O 2.617 2.315 4.496
H 3.172 0.781 2.393
H 1.847 0.224 3.397
H 3.461 -0.667 3.396
H 3.195 0.736 5.534
H 4.809 2.191 3.415
H 5.365 0.819 4.324
H 5.098 2.410 5.100
H 3.148 3.105 4.376
C -3.928 -1.606 -5.435
C -5.004 -1.100 -4.609
C -4.543 -1.016 -3.093
O -5.371 0.184 -4.936
H -3.387 -2.426 -4.964
H -3.049 -0.969 -5.532
H -4.226 -1.959 -6.422
H -5.847 -1.791 -4.633
H -5.272 -0.468 -2.497
H -3.651 -0.403 -2.974
H -4.453 -2.011 -2.656
H -5.483 0.189 -5.889
C -5.102 -1.171 0.381
C -4.487 -1.443 1.723
C -4.113 -2.918 1.878
O -3.235 -0.738 1.736
H -6.059 -1.686 0.289
H -4.525 -1.278 -0.537
H -5.360 -0.115 0.301
H -5.142 -1.151 2.543
H -3.278 -3.066 2.562
H -3.535 -3.199 0.998
H -4.811 -3.698 2.184
H -2.568 -1.158 1.188
C -0.839 -0.860 4.616
C 0.016 -2.070 4.492
C 0.832 -2.532 5.674
O -0.794 -3.215 4.119
H -1.395 -0.585 3.720
H -0.169 -0.010 4.750
H -1.518 -0.897 5.468
H 0.709 -1.858 3.678
H 1.113 -1.703 6.324
H 1.850 -2.686 5.317
H 0.419 -3.277 6.354
H -1.288 -3.381 4.925
C -1.399 -0.342 -1.245
C -0.472 -0.976 -0.249
C 0.043 0.066 0.776
O -1.179 -1.884 0.524
H -1.021 0.626 -1.572
H -2.307 -0.080 -0.702
H -1.682 -0.985 -2.079
H 0.354 -1.416 -0.808
H -0.700 0.650 1.318
H 0.533 0.762 0.095
H 0.810 -0.214 1.499
H -0.816 -2.773 0.511
*
```

Löwdin population analysis, charges in e, atoms 1 to 2: 0.02, -0.40

A cluster of 8 separate species, C30H77F6N7O13S2 in total in a non-equilibrium geometry. Source: the OMol25 dataset; level of theory: wB97M-V/def2-TZVPD.

Results
LUMO = 0.177 eV
Energy above the lowest of the compared OMol25 structures with the same formula, charge and spin = 0.0000 eV

```
! RIJCOSX wB97M-V def2-TZVPD def2/J DEFGRID3
* xyz 0 1
O 1.273 -1.043 -1.087
H 1.596 -1.123 -1.988
H 1.709 -1.664 -0.499
H 1.398 -0.141 -0.783
C 4.545 -1.008 -4.486
F 5.398 -1.697 -5.233
F 5.228 -0.627 -3.454
F 4.104 0.025 -5.169
S 3.054 -2.161 -3.976
O 2.809 -3.083 -5.065
O 3.537 -2.828 -2.747
N 1.820 -0.972 -3.545
S 0.895 -0.993 -4.795
O 1.576 -0.662 -6.045
O 0.001 -2.114 -4.872
C -0.282 0.488 -4.594
F -0.870 0.448 -3.431
F 0.461 1.596 -4.635
F -1.134 0.494 -5.558
C -5.698 1.145 -2.563
C -4.239 0.778 -2.766
C -4.014 -0.735 -3.027
O -4.432 -1.564 -2.017
C -3.782 -1.387 -0.772
N -3.718 1.593 -3.864
H -6.067 0.823 -1.589
H -6.350 0.656 -3.286
H -5.919 2.209 -2.649
H -3.715 1.153 -1.887
H -3.011 -0.935 -3.404
H -4.558 -1.046 -3.919
H -4.345 -1.977 -0.049
H -3.936 -0.354 -0.458
H -2.708 -1.504 -0.914
H -4.025 2.548 -3.742
H -2.720 1.672 -3.995
C 4.589 5.699 -1.549
C 5.211 4.616 -0.684
C 5.249 3.244 -1.426
O 3.897 2.826 -1.611
C 3.610 1.989 -2.777
N 6.578 5.084 -0.432
H 4.515 6.615 -0.963
H 3.581 5.331 -1.740
H 5.099 5.891 -2.492
H 4.699 4.519 0.273
H 5.820 2.577 -0.781
H 5.829 3.316 -2.345
H 2.547 2.101 -2.992
H 3.821 0.947 -2.534
H 4.230 2.223 -3.643
H 7.042 5.147 -1.327
H 7.100 4.429 0.131
C 0.292 3.100 -1.472
C 0.333 2.400 -0.144
C -0.905 1.633 0.207
O -1.842 2.638 0.519
C -2.668 2.343 1.608
N 1.432 1.482 -0.214
H -0.580 3.753 -1.520
H 0.219 2.388 -2.294
H 1.160 3.721 -1.693
H 0.498 3.053 0.713
H -0.750 0.931 1.027
H -1.215 1.103 -0.694
H -1.989 2.224 2.452
H -3.244 1.432 1.443
H -3.326 3.150 1.932
H 1.815 1.318 0.706
H 2.217 1.895 -0.697
C 0.402 1.245 4.046
C 1.590 0.373 3.667
C 1.339 -1.159 3.298
O 0.622 -1.784 4.269
C 1.403 -2.292 5.374
N 2.284 1.036 2.547
H -0.264 1.280 3.183
H 0.620 2.278 4.316
H -0.209 0.762 4.809
H 2.283 0.389 4.508
H 2.257 -1.741 3.212
H 0.811 -1.314 2.357
H 2.093 -3.068 5.045
H 0.532 -2.628 5.937
H 1.886 -1.494 5.939
H 2.625 1.951 2.803
H 3.058 0.418 2.347
C 4.677 0.270 0.292
O 4.001 -0.811 0.902
C 4.621 -2.012 0.531
C 3.652 -3.194 0.838
N 2.563 -3.341 -0.166
C 1.700 -4.466 0.193
C 0.685 -4.712 -0.939
O -0.046 -3.498 -1.101
C -1.017 -3.580 -2.176
H 4.323 1.278 0.509
H 4.631 0.164 -0.792
H 5.722 0.222 0.597
H 5.526 -2.001 1.138
H 4.881 -2.014 -0.527
H 3.321 -3.064 1.869
H 4.227 -4.120 0.849
H 3.022 -3.529 -1.046
H 1.098 -4.120 1.034
H 2.279 -5.364 0.408
H 0.057 -5.535 -0.598
H 1.216 -5.020 -1.839
H -0.567 -3.977 -3.086
H -1.504 -2.636 -2.421
H -1.861 -4.231 -1.950
C -1.970 -2.973 2.275
O -3.074 -2.352 2.951
C -2.708 -1.251 3.801
C -4.023 -0.711 4.478
N -4.763 -0.075 3.432
C -5.863 0.747 3.967
C -6.856 1.318 2.957
O -7.379 0.418 1.903
C -8.295 -0.517 2.375
H -1.663 -2.341 1.441
H -2.178 -3.925 1.787
H -1.068 -3.137 2.864
H -2.081 -0.553 3.246
H -1.994 -1.645 4.524
H -3.821 0.015 5.266
H -4.604 -1.545 4.872
H -5.163 -0.812 2.869
H -5.414 1.561 4.537
H -6.498 0.136 4.610
H -6.381 2.192 2.512
H -7.640 1.793 3.547
H -9.114 -0.040 2.914
H -7.959 -1.337 3.010
H -8.776 -1.058 1.560
*
```

Löwdin population analysis, charges in e, atoms 1 to 2: 0.21, 0.00

A structure of composition C30H79Ag2N5O12 in a non-equilibrium geometry. Source: the OMol25 dataset; level of theory: wB97M-V/def2-TZVPD.

Results
Expectation value of S² = 2.01
LUMO (alpha / beta) = -4.173 / -9.567 eV
Energy above the lowest of the compared OMol25 structures with the same formula, charge and spin = 0.0000 eV

```
! RIJCOSX wB97M-V def2-TZVPD def2/J DEFGRID3
* xyz 2 3
Ag 3.021 -0.043 2.328
Ag 1.735 -3.649 0.498
C -0.363 0.249 -0.553
C 0.875 -0.178 0.203
O 1.226 -1.381 0.188
O 1.505 0.730 0.821
H -0.131 0.249 -1.617
H -0.731 1.233 -0.268
H -1.168 -0.461 -0.349
C 4.080 -3.980 3.842
C 3.509 -2.669 3.361
O 3.808 -1.581 3.864
O 2.698 -2.704 2.360
H 4.486 -3.897 4.847
H 4.851 -4.251 3.119
H 3.333 -4.772 3.865
C -3.938 5.540 -1.643
C -2.800 4.825 -0.905
C -2.143 3.672 -1.672
O -3.022 2.590 -1.645
C -2.875 1.726 -2.765
N -1.775 5.762 -0.544
H -4.337 6.393 -1.095
H -4.742 4.814 -1.768
H -3.630 5.853 -2.639
H -3.253 4.438 0.032
H -1.275 3.396 -1.070
H -1.821 3.928 -2.683
H -1.824 1.498 -2.940
H -3.322 2.226 -3.631
H -3.443 0.808 -2.641
H -0.951 5.342 -0.083
H -2.103 6.583 -0.026
C 3.661 3.546 -0.154
C 2.427 3.837 -0.994
C 2.388 2.886 -2.204
O 1.295 3.208 -3.045
C 1.168 2.258 -4.093
N 1.264 3.578 -0.133
H 3.640 4.253 0.674
H 4.581 3.764 -0.707
H 3.798 2.504 0.135
H 2.379 4.879 -1.306
H 2.238 1.878 -1.787
H 3.348 2.832 -2.730
H 1.994 2.316 -4.810
H 0.261 2.550 -4.621
H 1.132 1.238 -3.698
H 1.300 2.624 0.238
H 0.460 3.513 -0.754
C 3.334 -1.987 -2.624
C 3.909 -3.270 -2.036
C 5.352 -3.523 -2.514
O 5.244 -3.638 -3.907
C 6.500 -3.809 -4.533
N 3.738 -3.223 -0.569
H 2.271 -1.867 -2.404
H 3.403 -1.980 -3.712
H 3.862 -1.100 -2.262
H 3.331 -4.122 -2.397
H 5.726 -4.453 -2.073
H 5.972 -2.667 -2.222
H 7.086 -4.603 -4.060
H 7.075 -2.879 -4.566
H 6.341 -4.124 -5.563
H 3.975 -2.287 -0.232
H 4.505 -3.772 -0.169
C -4.604 4.905 5.481
C -4.115 3.706 4.673
C -2.850 4.073 3.907
O -2.365 2.959 3.201
C -1.270 3.245 2.340
N -3.875 2.568 5.568
H -5.528 4.585 5.966
H -4.858 5.764 4.858
H -3.930 5.259 6.262
H -4.878 3.472 3.929
H -2.082 4.451 4.596
H -3.090 4.905 3.224
H -0.896 2.297 1.963
H -0.534 3.699 3.014
H -1.587 3.978 1.587
H -3.512 2.903 6.457
H -3.099 2.021 5.203
C -2.577 -4.688 0.760
C -1.107 -4.698 0.419
C -0.768 -4.407 -1.035
O 0.615 -4.440 -1.397
C 0.935 -5.423 -2.383
N -0.393 -3.704 1.281
H -3.003 -3.684 0.678
H -2.739 -4.980 1.799
H -3.210 -5.334 0.149
H -0.659 -5.674 0.639
H -1.194 -3.433 -1.304
H -1.295 -5.102 -1.694
H 0.410 -6.364 -2.212
H 1.977 -5.718 -2.244
H 0.800 -5.008 -3.378
H -0.403 -3.970 2.266
H -1.013 -2.887 1.293
C -1.052 -1.115 4.667
C -0.055 -0.938 3.545
O 1.075 -0.138 3.890
H -1.382 -0.174 5.115
H -0.599 -1.666 5.497
H -1.915 -1.700 4.353
H -0.549 -0.499 2.671
H 0.345 -1.907 3.246
H 0.734 0.605 4.405
C -3.920 0.631 0.968
C -3.440 -0.085 2.221
O -3.257 -1.472 1.996
H -3.852 1.714 1.071
H -4.917 0.312 0.661
H -3.277 0.375 0.117
H -4.156 0.133 3.021
H -2.490 0.339 2.545
H -4.104 -1.883 1.792
C -0.478 -1.818 -3.610
C 0.092 -2.470 -4.881
O -0.099 -1.648 -6.024
H 0.059 -2.236 -2.754
H -1.529 -2.116 -3.583
H -0.471 -0.733 -3.596
H -0.402 -3.430 -5.063
H 1.154 -2.729 -4.790
H 0.741 -1.278 -6.304
*
```

Löwdin population analysis, charges in e, atoms 1 to 2: 0.81, 1.07

What is the energy above the lowest of the compared OMol25 structures with the same formula, charge and spin in the third record?
0.0000 eV